Molecular formula: C47H103N5O7
Method: DFT, the ωB97M-V functional and the def2-TZVPD basis

Molar mass (g mol⁻¹): 850.369
Energy above the lowest of the compared OMol25 structures with the same formula, charge and spin (kJ/mol): 0.00
Charge: 0
F_max (eV/Å): 1.9
Frontier orbital gap (eV): 8.48

Last column: Mulliken charge in e.
CARTESIAN COORDINATES (ANGSTROEM)
C  4.956  -2.977  6.966  -2.088
C  3.770  -2.277  6.317  1.801
C  2.640  -2.037  7.317  -1.709
C  4.274  -0.937  5.761  -1.444
C  3.335  -0.236  4.810  -0.259
C  2.890  -1.154  3.663  -0.351
C  2.447  -2.536  4.131  2.040
C  1.005  -2.407  4.666  -1.739
C  2.435  -3.471  2.927  -2.037
N  3.398  -3.032  5.117  0.270
O  3.063  -4.376  5.488  -0.476
H  5.479  -2.299  7.639  0.425
H  4.653  -3.906  7.449  0.392
H  5.645  -3.299  6.181  0.453
H  3.093  -1.822  8.291  0.458
H  1.952  -1.235  7.062  0.230
H  2.033  -2.929  7.497  0.335
H  4.535  -0.265  6.584  0.472
H  5.203  -1.174  5.229  0.380
H  2.423  0.111  5.308  -0.157
H  3.782  0.660  4.374  0.583
H  3.681  -1.184  2.908  0.499
H  2.017  -0.692  3.191  -0.610
H  0.818  -1.528  5.280  0.081
H  0.779  -3.273  5.295  0.418
H  0.310  -2.386  3.823  0.489
H  1.978  -4.414  3.229  0.562
H  3.466  -3.646  2.610  0.496
H  1.885  -3.031  2.097  0.109
H  3.570  -4.899  4.860  0.353
C  3.446  5.618  0.074  -2.164
C  2.781  4.345  -0.451  2.136
C  2.188  3.592  0.743  -1.838
C  1.667  4.761  -1.416  -1.601
C  1.126  3.581  -2.192  0.266
C  2.241  2.998  -3.061  -0.842
C  3.444  2.569  -2.206  1.873
C  3.086  1.242  -1.497  -0.680
C  4.644  2.357  -3.117  -2.086
N  3.772  3.624  -1.250  0.266
O  4.894  3.241  -0.465  -0.480
H  4.245  5.395  0.782  0.464
H  3.888  6.181  -0.750  0.474
H  2.691  6.210  0.593  0.416
H  1.413  2.886  0.421  -0.059
H  2.929  2.924  1.191  0.505
H  1.706  4.211  1.497  0.433
H  0.837  5.212  -0.865  0.487
H  2.082  5.503  -2.106  0.351
H  0.805  2.753  -1.550  -0.423
H  0.268  3.816  -2.827  0.533
H  2.592  3.794  -3.730  0.490
H  1.893  2.133  -3.614  -0.484
H  2.607  0.579  -2.217  0.024
H  2.423  1.442  -0.668  -0.196
H  3.982  0.725  -1.148  0.464
H  5.359  1.649  -2.690  0.361
H  5.202  3.283  -3.275  0.477
H  4.384  1.971  -4.106  0.327
H  5.493  3.985  -0.577  0.370
C  -5.041  -2.807  0.184  -1.693
C  -4.148  -3.076  -1.055  1.699
C  -2.859  -3.717  -0.539  -1.940
C  -4.790  -4.034  -2.057  -1.213
C  -5.823  -3.282  -2.893  -0.766
C  -5.141  -2.166  -3.642  -1.135
C  -4.639  -1.109  -2.657  2.153
C  -3.788  -0.120  -3.428  -2.170
C  -5.814  -0.380  -1.993  -1.780
N  -3.768  -1.831  -1.729  0.403
O  -3.142  -0.935  -0.825  -0.074
H  -4.456  -2.668  1.088  0.287
H  -5.716  -1.965  0.052  0.412
H  -5.741  -3.634  0.364  0.329
H  -2.101  -3.705  -1.328  0.378
H  -2.462  -3.338  0.400  0.301
H  -3.030  -4.785  -0.348  0.423
H  -3.994  -4.465  -2.668  0.326
H  -5.298  -4.806  -1.477  0.497
H  -6.404  -3.964  -3.525  0.396
H  -6.609  -2.981  -2.192  0.255
H  -5.925  -1.656  -4.217  0.483
H  -4.359  -2.510  -4.315  0.263
H  -2.809  -0.548  -3.647  -0.121
H  -3.647  0.870  -2.983  0.405
H  -4.307  0.171  -4.349  0.679
H  -5.624  -0.102  -0.957  0.296
H  -6.779  -0.874  -2.079  0.273
H  -5.911  0.607  -2.462  0.497
H  -2.242  -0.883  -1.165  0.159
C  -3.913  1.802  6.005  -1.729
C  -2.822  0.864  5.455  1.850
C  -2.803  -0.443  6.233  -1.871
C  -3.049  0.525  3.970  -1.479
C  -2.773  1.713  3.065  -0.977
C  -1.352  2.194  3.254  -0.666
C  -1.020  2.545  4.716  1.452
C  0.510  2.614  4.777  -1.722
C  -1.599  3.946  4.999  -1.935
N  -1.485  1.468  5.553  0.878
O  -1.026  1.562  6.882  -0.482
H  -3.533  2.683  6.517  0.257
H  -4.653  2.119  5.259  0.354
H  -4.611  1.298  6.687  0.470
H  -2.053  -1.125  5.817  0.195
H  -2.469  -0.314  7.261  0.438
H  -3.768  -0.945  6.165  0.461
H  -2.496  -0.386  3.740  0.291
H  -4.122  0.304  3.908  0.436
H  -3.094  1.550  2.037  0.432
H  -3.443  2.497  3.441  0.313
H  -1.233  3.127  2.690  0.504
H  -0.597  1.531  2.822  -0.021
H  0.810  2.814  5.810  0.447
H  0.942  3.442  4.218  0.437
H  0.824  1.610  4.499  0.089
H  -2.684  4.002  4.976  0.406
H  -1.164  4.675  4.315  0.477
H  -1.273  4.290  5.991  0.396
H  -1.533  2.276  7.301  0.330
C  1.279  -1.780  -8.385  -2.203
C  0.331  -1.257  -7.310  2.073
C  -1.110  -1.679  -7.702  -1.570
C  0.716  -1.831  -5.956  -1.827
C  0.020  -1.161  -4.759  0.200
C  0.233  0.349  -4.825  -0.986
C  -0.153  0.958  -6.170  1.880
C  -1.687  1.077  -6.284  -1.671
C  0.428  2.376  -6.197  -1.903
N  0.451  0.202  -7.257  0.275
O  0.235  0.791  -8.521  -0.494
H  1.337  -2.866  -8.279  0.474
H  0.978  -1.512  -9.393  0.449
H  2.291  -1.395  -8.225  0.447
H  -1.709  -0.877  -8.132  0.269
H  -1.154  -2.494  -8.428  0.439
H  -1.674  -2.005  -6.821  0.196
H  0.587  -2.910  -5.929  0.562
H  1.765  -1.526  -5.824  0.303
H  -1.028  -1.479  -4.726  0.054
H  0.504  -1.589  -3.877  -0.300
H  1.326  0.408  -4.758  0.196
H  -0.305  0.876  -4.039  0.663
H  -2.036  1.313  -7.287  0.319
H  -2.007  1.908  -5.647  0.435
H  -2.139  0.162  -5.903  0.251
H  0.210  2.939  -7.107  0.484
H  1.517  2.335  -6.121  0.433
H  0.003  2.958  -5.377  0.190
H  1.110  1.105  -8.768  0.358
C  -0.174  -0.173  0.367  -1.021
O  0.600  -0.274  -0.839  0.348
H  0.543  -0.312  1.183  0.124
H  -0.539  0.851  0.396  0.297
H  -0.990  -0.893  0.425  0.346
H  0.836  -1.194  -1.001  -0.089
C  3.118  -2.646  -1.934  -0.226
O  2.520  -2.821  -0.670  -0.363
H  4.033  -2.059  -1.837  0.223
H  3.479  -3.592  -2.353  0.382
H  2.487  -2.128  -2.663  -0.166
H  2.014  -3.633  -0.585  0.257

Atoms 1-3, force components in eV/Å:
-0.1 -0.6 -0.4
-0.5 0.7 -0.7
0.0 -0.5 0.8


Molecular formula: C17H52N6O9
Method: DFT, the ωB97M-V functional and the def2-TZVPD basis

Molar mass (g mol⁻¹): 484.636
Energy above the lowest of the compared OMol25 structures with the same formula, charge and spin (kJ/mol): 347.18
Charge: 0
F_max (eV/Å): 11.0
Frontier orbital gap (eV): 7.97

Last column: Mulliken charge in e.
CARTESIAN COORDINATES (ANGSTROEM)
N  -3.591  -2.768  3.220  -0.405
C  -2.654  -1.910  2.902  0.327
N  -1.954  -1.506  3.894  -0.289
O  -2.546  -1.415  1.636  -0.634
H  -4.137  -3.074  2.387  0.494
H  -3.820  -3.103  4.119  0.126
H  -1.188  -0.839  3.687  0.245
H  -2.198  -1.555  4.879  0.225
N  -1.342  2.427  -0.565  -0.094
C  -1.553  1.426  0.271  0.243
N  -2.629  0.707  0.014  -0.190
O  -0.728  1.235  1.381  -0.630
H  -0.338  2.754  -0.613  0.130
H  -1.969  2.529  -1.365  0.440
H  -2.652  -0.150  0.590  0.241
H  -3.066  0.555  -0.914  0.494
N  -3.260  2.464  -2.660  -0.489
C  -3.201  1.204  -3.045  0.222
N  -3.853  0.407  -2.318  -0.385
O  -2.347  0.743  -4.004  -0.687
H  -2.783  3.228  -3.215  0.275
H  -3.987  2.752  -1.966  0.255
H  -3.925  -0.508  -2.798  0.262
H  -4.776  0.611  -1.825  0.324
C  5.497  4.319  -0.925  -1.287
C  4.851  3.289  -1.778  0.522
C  4.769  1.912  -1.101  -1.195
O  3.656  3.484  -2.039  -0.545
H  5.090  4.279  0.095  0.185
H  5.371  5.352  -1.324  0.306
H  6.566  4.055  -0.862  0.426
H  5.497  3.098  -2.626  0.503
H  4.198  1.227  -1.714  0.326
H  4.256  2.069  -0.155  0.038
H  5.714  1.446  -0.954  0.582
H  3.083  3.069  -1.382  0.133
C  2.764  1.363  2.121  -1.010
C  3.032  -0.156  2.235  1.364
C  4.551  -0.481  2.323  -1.758
O  2.454  -0.741  3.188  -0.635
H  3.701  1.885  2.155  0.536
H  2.237  1.807  2.972  0.442
H  2.324  1.611  1.138  -0.259
H  2.662  -0.677  1.390  -0.264
H  4.762  -1.538  2.463  0.417
H  4.954  0.178  3.084  0.432
H  5.013  -0.246  1.407  0.298
H  2.422  -1.692  3.065  0.424
C  -5.350  -4.705  -0.998  -1.441
C  -4.300  -4.389  0.010  0.104
C  -3.132  -3.605  -0.593  -0.533
O  -4.706  -3.585  0.884  -0.589
H  -5.625  -3.783  -1.488  0.337
H  -6.286  -5.136  -0.598  0.348
H  -4.908  -5.373  -1.727  0.377
H  -3.930  -5.250  0.518  0.423
H  -3.383  -2.590  -0.804  -0.004
H  -2.810  -3.927  -1.509  0.770
H  -2.254  -3.603  0.106  -0.264
H  -5.064  -2.877  0.378  0.290
C  -0.677  -1.395  -1.915  -1.006
C  0.214  -0.206  -2.170  0.818
C  1.245  0.055  -1.132  -0.325
O  0.853  -0.302  -3.221  -0.625
H  -1.455  -1.449  -2.670  0.415
H  -1.290  -1.304  -0.962  -0.328
H  -0.124  -2.326  -1.899  0.461
H  -0.397  0.694  -2.282  0.012
H  1.749  0.993  -1.389  -0.142
H  2.068  -0.654  -1.066  0.563
H  0.796  0.190  -0.146  -0.331
H  0.192  -0.257  -3.903  0.502
C  0.494  -2.606  1.762  -0.794
O  1.252  -3.034  2.887  -0.660
H  1.188  -2.317  1.027  0.429
H  -0.003  -1.691  2.019  -0.005
H  -0.144  -3.317  1.398  0.624
H  0.644  -3.583  3.356  0.313
C  1.873  4.484  0.206  -0.832
O  1.320  3.503  -0.644  -0.634
H  2.091  4.039  1.152  0.227
H  1.114  5.180  0.472  0.425
H  2.733  5.052  -0.125  0.368
H  1.104  3.966  -1.414  0.225

Atoms 1-3, force components in eV/Å:
-2.3 -1.5 -2.6
-1.4 2.2 -6.2
4.5 3.0 2.6


Molecular formula: C5H10O
Method: DFT, the ωB97M-V functional and the def2-TZVPD basis

Molar mass (g mol⁻¹): 86.134
Energy above the lowest of the compared OMol25 structures with the same formula, charge and spin (kJ/mol): 549.34
Charge: 0
F_max (eV/Å): 1.3
Frontier orbital gap (alpha / beta) (eV): 10.11 / 6.27

Last column: natural (NBO) charge in e.
CARTESIAN COORDINATES (ANGSTROEM)
C  -1.234  -1.176  -0.235  -0.632
C  -0.370  0.065  -0.162  0.269
C  -1.147  1.347  0.010  -0.634
C  0.943  -0.073  0.663  -0.522
C  1.585  -0.167  -0.635  0.154
O  0.524  0.177  -1.375  -0.486
H  -1.979  -1.115  -1.033  0.221
H  -1.764  -1.276  0.720  0.221
H  -0.627  -2.075  -0.375  0.223
H  -1.938  1.438  -0.744  0.223
H  -0.484  2.213  -0.077  0.226
H  -1.612  1.361  1.001  0.220
H  1.306  -0.879  1.321  0.248
H  1.143  0.866  1.178  0.223
H  2.445  -0.602  -1.112  0.206
H  3.210  -0.104  0.855  -0.158

Atoms 1-3, force components in eV/Å:
0.0 0.0 0.1
0.2 -0.1 -0.3
0.0 0.0 0.1


Molecular formula: CuI2
Method: DFT, the ωB97M-V functional and the def2-TZVPD basis

Molar mass (g mol⁻¹): 317.354
Energy above the lowest of the compared OMol25 structures with the same formula, charge and spin (kJ/mol): 0.00
Charge: -1
F_max (eV/Å): 1.5
Frontier orbital gap (eV): 7.79

Last column: natural (NBO) charge in e.
CARTESIAN COORDINATES (ANGSTROEM)
Cu  0.367  0.515  -0.470  0.665
I  -0.837  -1.884  -1.732  -0.842
I  0.469  1.369  2.201  -0.823

Force components x, y, z for each atom (eV/Å):
-0.7 -0.9 0.9
0.6 1.1 0.4
0.1 -0.2 -1.3


Molecular formula: C11H5F3N2OS
Method: DFT, the ωB97M-V functional and the def2-TZVPD basis

Molar mass (g mol⁻¹): 270.235
Energy above the lowest of the compared OMol25 structures with the same formula, charge and spin (kJ/mol): 95.59
Charge: 0
F_max (eV/Å): 3.8
Frontier orbital gap (eV): 7.87

Last column: natural (NBO) charge in e.
CARTESIAN COORDINATES (ANGSTROEM)
N  0.661  -0.258  -3.675  -0.278
C  0.960  -0.465  -2.587  0.276
C  1.084  -0.477  -1.192  -0.295
C  0.097  0.123  -0.340  0.130
C  -1.198  0.669  -0.802  -0.249
C  -1.652  1.452  -1.890  -0.186
C  -3.068  1.635  -1.862  -0.266
C  -3.658  1.027  -0.820  -0.354
S  -2.573  0.046  0.151  0.415
C  0.360  0.109  1.174  -0.301
C  1.461  -0.581  1.682  0.143
C  1.613  -0.724  3.158  0.962
F  0.418  -0.844  3.831  -0.302
F  2.151  -2.006  3.398  -0.334
F  2.409  0.330  3.490  -0.290
N  2.446  -1.053  0.785  -0.570
C  2.268  -1.086  -0.625  0.655
O  3.047  -1.905  -1.074  -0.584
H  -1.065  2.018  -2.619  0.250
H  -3.609  2.332  -2.520  0.239
H  -4.710  0.956  -0.555  0.240
H  -0.418  0.608  1.814  0.258
H  2.977  -1.905  1.075  0.443

Atoms 1-3, force components in eV/Å:
0.2 -0.2 -0.5
-0.8 0.4 -0.6
-1.0 1.6 2.4


Molecular formula: C9H22ClI2N3OPRu
Method: DFT, the ωB97M-V functional and the def2-TZVPD basis

Molar mass (g mol⁻¹): 609.600
Multiplicity: 5
Energy above the lowest of the compared OMol25 structures with the same formula, charge and spin (kJ/mol): 42.96
Charge: +3
F_max (eV/Å): 7.7
Frontier orbital gap (alpha / beta) (eV): 6.03 / 3.94

Last column: natural (NBO) charge in e.
CARTESIAN COORDINATES (ANGSTROEM)
I  -1.994  4.146  0.167  0.736
I  -0.109  3.380  -1.653  0.313
Ru  -0.745  0.156  -0.675  0.523
P  -2.728  0.225  -1.658  1.167
C  -2.715  -0.032  -3.455  -0.967
C  -3.926  -1.033  -1.156  -0.953
H  -3.763  2.061  -0.487  0.255
H  -4.481  1.839  -2.115  0.303
H  -2.881  2.603  -1.930  0.225
C  -3.553  1.831  -1.535  -0.960
H  -4.120  -0.962  -0.083  0.281
H  -4.864  -0.894  -1.706  0.288
H  -3.740  0.023  -3.841  0.283
H  -2.311  -1.025  -3.678  0.272
H  -3.528  -2.026  -1.392  0.277
H  -2.109  0.731  -3.953  0.251
C  0.008  0.398  -2.324  0.527
O  0.401  0.475  -3.432  -0.379
Cl  -2.186  0.524  1.192  -0.439
C  1.459  1.121  3.183  -0.444
N  2.208  0.048  2.530  -0.329
C  3.566  -0.171  3.051  -0.425
C  1.791  -0.335  1.283  0.603
N  0.796  0.335  0.692  -0.595
N  2.342  -1.370  0.637  -0.277
C  3.363  -2.250  1.174  -0.436
C  1.842  -1.671  -0.689  -0.395
H  1.876  1.311  4.174  0.277
H  0.422  0.837  3.300  0.228
H  1.484  2.063  2.642  0.201
H  3.610  -1.053  3.697  0.241
H  4.272  -0.316  2.242  0.227
H  3.877  0.695  3.657  0.256
H  0.454  1.097  1.284  0.419
H  3.179  -3.278  0.855  0.259
H  4.388  -1.946  0.881  0.256
H  3.299  -2.237  2.268  0.246
H  0.720  -1.725  -0.720  0.180
H  2.153  -0.933  -1.446  0.231
H  2.244  -2.644  -0.979  0.277

Atoms 1-3, force components in eV/Å:
1.1 0.0 -0.7
-0.8 1.2 1.0
0.9 0.2 3.9


Question: Look up the energy above the lowest of the compared OMol25 structures with the same formula, charge and spin of the sixth one.
Answer: 42.96 kJ/mol


Question: energy above the lowest of the compared OMol25 structures with the same formula, charge and spin of number 6 (C9H22ClI2N3OPRu)?
Answer: 42.96 kJ/mol


Question: Which value of charge does entry 1 give?
Answer: 0


What did the fourth record say?
Molecular formula: CuI2
Method: DFT, the ωB97M-V functional and the def2-TZVPD basis

Molar mass (g mol⁻¹): 317.354
Energy above the lowest of the compared OMol25 structures with the same formula, charge and spin (kJ/mol): 0.00
Charge: -1
F_max (eV/Å): 1.5
Frontier orbital gap (eV): 7.79

Last column: natural (NBO) charge in e.
CARTESIAN COORDINATES (ANGSTROEM)
Cu  0.367  0.515  -0.470  0.665
I  -0.837  -1.884  -1.732  -0.842
I  0.469  1.369  2.201  -0.823

Force components x, y, z for each atom (eV/Å):
-0.7 -0.9 0.9
0.6 1.1 0.4
0.1 -0.2 -1.3